Below is the molecule C3H4ClFO, with properties calculated with ωB97M-V with the def2-TZVPD basis set.

As for the net charge: 0. The HOMO energy is -10.41 eV. The spin multiplicity is 1. The gap between HOMO and LUMO is 0.4043 hartree.

Last column: Mulliken charge in e.
Element x y z (Å)
C  0.4680  -0.8884  -0.8092  -0.963
C  0.3752  0.2398  0.2553  0.724
F  0.6924  -0.2554  1.4600  -0.234
Cl  1.3213  1.7514  0.1500  -0.168
C  -1.0851  0.6434  0.5804  -0.153
O  -2.1272  0.4679  0.0205  -0.429
H  -0.0096  -0.4002  -1.6863  0.284
H  -0.0724  -1.6742  -0.3266  0.292
H  1.4790  -1.1260  -1.1712  0.344
H  -1.0416  1.2416  1.5270  0.304

Atomic forces in eV per Å
C 0.59 3.16 -0.59
C -0.83 -0.74 -0.89
F 1.02 -1.13 1.62
Cl -0.16 -0.29 -0.76
C -0.47 1.73 0.40
O 0.81 -0.56 -0.38
H -0.28 -0.96 0.39
H -0.32 -0.79 -0.38
H -0.25 -0.10 0.77
H -0.11 -0.32 -0.18